Density functional theory data (ωB97M-V/def2-TZVPD) for one molecule with the formula C19H25NO2 in a non-equilibrium geometry.

Positions of all 47 atoms, in Å:
H: -1.901 2.265 0.787
H: -0.227 -4.290 -1.487
C: 0.581 -1.231 -0.138
C: 3.900 0.405 -1.800
C: -0.967 0.554 -0.024
H: -4.300 1.664 2.343
H: -4.435 -1.263 0.839
H: 2.056 -4.181 -2.347
H: 0.326 2.197 0.209
C: -1.942 1.195 1.042
C: -0.159 -2.358 -0.540
H: 3.067 0.279 -2.407
O: 0.042 -0.269 0.671
H: -5.679 1.327 -0.484
H: 4.963 1.589 -3.384
H: 6.835 2.187 -1.828
C: 5.978 1.529 -1.540
H: -0.621 2.338 -1.411
H: 0.809 1.197 -1.170
O: 2.784 -0.417 0.251
H: -2.977 -2.040 2.857
C: 1.696 -3.360 -1.669
H: -4.081 2.668 0.879
C: 0.403 -3.413 -1.289
C: 4.927 1.164 -2.340
C: 1.991 -1.275 -0.379
C: -0.099 1.695 -0.663
C: -4.320 1.655 1.243
H: -3.977 -0.627 3.326
H: -6.030 0.283 0.981
C: -5.703 1.292 0.639
H: -2.251 -0.515 3.087
N: -3.281 0.611 0.933
C: 6.048 1.277 -0.164
H: -1.390 0.099 -0.933
C: 4.907 0.694 0.398
H: -2.716 -1.404 0.582
H: 4.780 0.511 1.435
C: 3.799 0.208 -0.363
H: -1.204 -2.437 -0.305
H: 6.934 1.509 0.336
H: -1.490 0.976 2.018
C: 2.475 -2.227 -1.266
H: -6.477 2.073 0.952
H: 3.477 -2.262 -1.805
C: -3.440 -0.858 1.210
C: -3.112 -1.014 2.721

Atomic forces in eV per Å
-0.625 -0.391 0.541
0.279 0.455 -0.112
0.733 -1.707 0.408
-0.016 0.999 2.495
1.535 1.996 -0.315
-0.864 0.632 0.038
0.970 0.778 0.951
0.134 1.183 0.846
-0.036 0.666 -0.389
0.392 -2.312 -1.592
0.566 0.196 -0.493
-1.459 -0.852 -0.951
-1.011 -0.161 -0.785
0.169 -0.210 1.041
-0.499 -1.020 1.109
-0.908 -0.806 -0.688
2.432 1.440 1.211
0.295 -0.373 0.862
-1.426 0.767 0.469
0.339 1.414 1.288
0.095 -1.786 0.954
1.295 0.647 -0.743
0.571 -0.654 0.015
-1.935 0.119 1.145
0.480 0.653 -0.730
-1.649 -1.066 -1.543
1.135 -1.273 -0.171
-0.302 -2.072 0.234
0.702 -0.577 -0.465
0.056 0.793 -0.317
-0.472 0.650 0.239
0.919 0.532 -0.233
-0.419 1.776 -2.223
-3.052 -1.062 -1.795
-0.520 -0.763 1.031
-1.013 -1.041 -0.400
-0.051 0.414 0.345
0.330 -0.049 1.047
3.292 1.411 -2.938
-0.202 0.199 0.232
0.874 0.457 1.127
0.218 0.500 0.002
0.987 -2.358 -1.820
0.954 -1.137 -0.241
-1.053 0.681 1.598
0.458 2.183 0.460
-2.695 0.130 -0.744

Values from the calculation:
Total charge: 0
HOMO-LUMO gap, hartree: 0.3182
Largest force on an atom, eV/A: 4.6
ΔE to the lowest compared entry with this formula, charge and spin, kJ/mol: 505.3
Multiplicity: 1
Molecular weight, g/mol: 299.41
HOMO energy, eV: -7.78